Below is 6 unconnected molecules or ions with the total composition C17H39NO8PS5, with properties calculated with ωB97M-V/def2-TZVPD.

Calculated values
LUMO level = -4.058 eV
gap between HOMO and LUMO = 6.60 eV
charge = +1
multiplicity = 1

XYZ file:
```
71
C17H39NO8PS5 | the Open Molecules 2025 dataset | ωB97M-V/def2-TZVPD
O 1.49681 1.27508 0.46483
H 3.05035 4.41250 1.16341
C 2.27760 -7.68863 1.46805
C -1.52195 0.72373 -3.19389
H -3.74821 4.01898 3.63008
C -4.97487 1.91813 -2.19046
H -0.75309 -3.82940 1.37001
H -4.11486 4.46830 -2.94139
H 4.70208 -1.21126 -3.77474
S -1.37833 3.73687 3.72736
C 2.67714 2.06617 2.71005
O -0.57117 0.57913 -2.29267
H 1.28945 1.53051 -2.01596
H -2.87385 -1.26346 -2.05977
H -0.52896 -0.05738 1.66431
H 1.70244 2.39212 3.07391
O -1.40014 0.70528 -4.36764
H 3.45953 2.73372 3.06958
C 0.24546 1.77926 -2.10181
H -0.29038 -8.82838 1.91329
H -0.89817 1.42691 3.92800
H 2.88281 1.05024 3.04335
H 0.15670 2.41671 -2.97666
P -3.10205 3.57135 -3.33477
H 0.21511 -7.88290 3.34842
H 0.53230 -3.44443 0.19749
O -2.62841 -1.81655 0.60268
C -2.91142 4.32991 3.00513
H 5.55390 1.29757 -1.03964
O -2.86015 3.56669 -4.78130
H 1.30948 4.00853 1.25735
H -3.01652 3.92945 1.99607
H 3.04914 -7.16182 0.91107
H -5.62135 2.77616 -2.18623
C -2.91844 0.78610 -2.64252
H -1.23453 -7.41053 2.42710
C -0.25540 -1.10268 1.56174
S -1.18401 -1.79005 0.19677
S 4.68901 1.09916 -3.26195
H -5.19283 -1.25486 -1.24522
S 0.74740 -6.76447 1.30239
O -0.29405 4.04230 2.75086
H -0.49907 -1.65135 2.47317
H -2.62827 1.75201 4.17714
O 3.29782 1.12944 -2.73267
C -3.46972 -0.36907 -2.10676
C -0.54133 -3.45341 0.37314
H 5.11410 -0.92728 -2.06462
H 6.32986 -0.63338 -3.34798
H -2.86679 5.41619 2.96902
O 0.93853 -5.48726 2.04037
H 2.55601 -7.74594 2.51997
H -1.94367 1.74768 2.52182
H 5.50734 2.85632 -1.90121
C 5.74504 1.79827 -1.98898
C -1.75656 1.99023 3.56818
H 6.78840 1.68184 -2.28128
N -5.48006 0.76819 -1.70785
C -4.76414 -0.35317 -1.64247
H -6.43845 0.76519 -1.38524
H 2.14425 -8.68720 1.05248
S 2.67391 2.07060 0.91481
C 5.27237 -0.58909 -3.08868
H -1.92261 3.81532 -2.61363
H -0.08662 2.27977 -1.20279
C 2.25039 3.80418 0.74163
C -3.68403 1.95702 -2.66951
C -0.23524 -7.83469 2.35729
H 0.80723 -1.17043 1.34041
H -1.02753 -4.08382 -0.37026
H 2.15524 4.01978 -0.32221
```

These are the Löwdin partial charges, in e, on atoms 1 to 2: atom 1 (O): -0.56, atom 2 (H): 0.06

Below is a molecular structure, C17H40AgCl2N3O3, with properties calculated with ωB97M-V/def2-TZVPD.

Calculated values
LUMO level (spin up / spin down) = 2.380 / 2.367 eV
energy relative to the best compared isomer or geometry (same formula, charge and spin) = 151.1 kJ/mol
gap between HOMO and LUMO (spin up / spin down) = 5.55 / 5.53 eV
charge = -1
multiplicity = 2

XYZ file:
```
66
C17H40AgCl2N3O3 | the Open Molecules 2025 dataset | ωB97M-V/def2-TZVPD
H -3.65419 3.78648 -3.41259
C 1.51020 -3.28217 3.27902
N 0.29817 1.34972 -1.16721
C 2.84720 4.13475 0.80877
C 0.69497 -4.13521 2.27924
H 3.69453 4.54684 0.24994
C -0.07256 -3.26293 1.21359
H 2.72163 1.69189 -0.14115
C 1.00451 2.90596 -2.93446
H 0.78609 -0.64463 2.99865
C 1.51695 1.88230 -1.89534
C -3.99473 3.08655 -2.65068
Cl -3.15786 -2.05983 -2.47550
C 2.55577 -2.54326 2.47982
H 0.65345 0.66798 -0.49646
H -1.99226 2.96934 -1.94889
H 0.71882 0.21061 1.43982
C -2.82257 2.27683 -2.10194
C -2.75175 0.42576 1.07139
H 2.02906 1.15255 -2.52055
H -4.82103 2.47176 -3.01236
H 3.60146 -1.91624 -0.01240
H 3.28840 -3.27858 2.14454
H -1.67773 -3.42256 2.63539
O 0.32666 -1.56903 -0.31755
O 1.88659 3.65752 -0.11378
H -1.09010 -3.86543 -0.63961
Cl 0.41633 -1.01902 -3.91561
H 2.73116 -0.37432 -0.18052
H 3.36577 2.71489 -1.26657
H 1.85268 3.54862 -3.19074
H 2.36904 5.00534 1.25909
H -2.16617 1.80049 -3.92191
H -4.46538 3.62088 -1.81591
H -0.14745 -4.55551 2.82725
H -2.14740 -2.31938 1.39691
Ag -1.28718 -0.39846 -1.90784
C 2.39914 2.52693 -0.77273
H -1.09181 -1.83084 2.71000
H -1.83688 -0.06474 1.41064
N 0.87936 -2.32199 0.61333
H 3.08802 -1.86206 3.14985
C -3.34741 1.56776 -0.88877
H -1.17023 -5.07345 0.67261
H -3.39594 0.89168 -3.27240
H -3.59034 -0.21624 1.35455
H -2.82095 1.36729 1.62736
N -2.46293 1.26396 -3.11314
C 1.88794 -1.62495 1.42660
H 3.90311 -0.73094 1.04107
H 0.26908 3.57739 -2.48692
H 0.10325 2.07884 -0.47791
C -0.54983 -4.31597 0.19227
C 1.36060 -0.34892 2.11420
C 3.03299 -1.14957 0.52185
H 2.15474 0.19253 2.62932
H 3.17705 3.37564 1.51935
H -4.18274 0.94612 -1.24278
H -3.73223 2.26374 -0.13711
O -2.46859 0.63102 -0.28859
H 1.23110 -4.90407 1.72620
H 0.62282 2.45970 -3.84983
C -1.28901 -2.62876 1.99194
H 1.97916 -3.90974 4.04017
H 0.84939 -2.60191 3.81826
H 0.38007 -4.81893 -0.07321
```

These are the natural (NBO) partial charges, in e, on atoms 1 to 2: atom 1 (H): 0.21, atom 2 (C): -0.41

Below is 3 unconnected molecules or ions with the total composition C17H40B2O8, with properties calculated with ωB97M-V/def2-TZVPD.

Calculated values
LUMO level = 3.591 eV
gap between HOMO and LUMO = 2.97 eV
charge = -2
multiplicity = 1

XYZ file:
```
67
C17H40B2O8 | the Open Molecules 2025 dataset | ωB97M-V/def2-TZVPD
H 1.19629 -0.16651 -2.29369
H -0.86446 -0.63575 -3.20934
H -1.31209 0.39096 -0.37380
H 2.22758 -2.00579 4.60165
C -2.52099 1.19410 7.50561
H -5.60342 2.99904 4.91906
O 3.44247 0.59226 -6.47009
H 1.40271 1.18885 -4.20976
H 2.76192 -1.25070 -8.45275
O -2.16910 -4.26999 0.64922
H -2.11441 0.87970 2.72552
H -1.16021 -2.04663 3.80980
O -0.16511 -4.25124 1.70746
C -1.53048 -0.31965 -1.17558
C 2.77167 0.79306 -7.69596
C 4.45852 -0.38887 -6.45788
H 1.52451 -0.20127 -9.14201
H -1.57704 0.89385 7.05137
H -2.61463 -0.33997 -1.28127
H -3.23622 3.48256 4.41148
O 0.00061 -1.33699 1.62674
O -2.37414 -1.32972 1.34670
O -2.51954 3.32656 6.28170
C -3.49353 2.93902 5.31992
C -4.91972 3.28109 5.71978
H 1.27835 -2.69352 0.74354
C 0.53489 0.69467 -2.27975
C 1.50564 -2.02527 3.77899
H 4.03646 -1.38314 -6.64205
H 0.13728 2.29851 -3.71909
H -1.71031 -2.44533 -1.21807
H 1.01749 -2.99650 3.77824
C -2.63518 2.70977 7.54588
C 1.27665 -1.72952 1.25034
H -1.49609 0.99007 -2.93619
C -1.15558 -3.65759 1.11443
H -5.02130 4.35275 5.90919
H -2.56681 0.78901 8.51876
H 4.83611 -0.39554 -5.43599
H 0.56051 1.15358 -1.29405
H 1.73934 2.36601 -2.95786
H -3.32092 0.73499 6.92560
C 2.23186 -1.81554 2.45450
H -3.56801 3.01413 8.03983
H 2.03552 1.57086 -7.49294
H -3.39950 1.87666 5.07813
B -1.09714 -2.01195 0.85062
C 2.06412 -0.44341 -8.22513
H 3.45901 1.19761 -8.45051
O -2.10457 -1.99998 3.66368
O -2.72398 0.24849 3.10080
H -1.81791 3.12045 8.14216
H 1.69386 -0.99400 0.53510
H -0.04857 -1.90584 -1.21443
H 2.89220 -0.94611 2.51946
B -2.36279 -1.07086 2.65244
H 6.37086 -0.87672 -7.31905
H 6.05086 0.86338 -7.20433
C 0.96854 1.70109 -3.34948
H -5.23085 2.75273 6.62277
H 1.35113 -0.81609 -7.48929
H 0.79415 -1.21838 3.92883
H 2.88356 -2.67757 2.28877
C 5.60319 -0.10826 -7.41893
C -1.03123 -1.71902 -0.76630
C -0.91560 0.17904 -2.48313
H 5.27362 -0.10163 -8.45940
```

These are the natural (NBO) partial charges, in e, on atoms 1 to 2: atom 1 (H): 0.20, atom 2 (H): 0.18

Below is 3 unconnected molecules or ions with the total composition C17H40B4O8, with properties calculated with ωB97M-V/def2-TZVPD.

Calculated values
LUMO level = 0.298 eV
SMILES = C=CCB1OB(CCCCCCOC)OB(CB(O)O)O1.CC(C)O.CC(C)O
gap between HOMO and LUMO = 9.04 eV
multiplicity = 1

XYZ file:
```
69
C17H40B4O8 | the Open Molecules 2025 dataset | ωB97M-V/def2-TZVPD
H 3.17748 5.14020 0.26354
H -1.03643 2.22106 0.56418
C -2.84555 -3.60187 0.71225
O 0.18896 -3.60433 -0.36455
H -1.98425 -1.87742 -2.49116
H 3.18160 3.49526 -0.35808
H 0.93020 1.89499 -4.22123
C -3.58460 -0.43820 3.20304
H -0.56122 -3.70497 4.91659
H 5.59576 4.42922 3.07964
C 5.21884 4.80276 2.12146
H -2.30458 0.71038 -6.80024
H 1.72141 -5.41097 1.30977
H -3.81719 0.71493 3.09991
O 0.77580 2.54692 -1.86130
H 2.74309 4.20210 2.45118
H -1.40044 -2.16636 1.83323
C 0.25330 -4.52027 2.83321
B -0.30514 -2.38307 -1.02899
H 4.63650 5.70460 2.34114
H -0.89123 1.48192 -7.50693
H 1.47683 -3.60148 4.55756
H -0.73711 -5.07606 2.46926
H 1.31758 0.97741 1.27243
O 0.73248 -1.39028 -1.47770
H -2.85482 -0.24379 1.05131
H 4.61990 4.52003 -0.57240
H -2.79518 -2.90075 2.88056
H -1.21048 0.67032 -4.56405
C -1.51620 0.72464 3.79700
C -3.45488 -1.07410 1.66159
H -1.90097 1.42726 4.67597
C 0.67134 1.49299 -5.20667
O 3.27277 3.40239 2.29652
H -3.89843 -4.07639 1.01591
H -0.76736 -0.18078 -6.88720
C 4.35716 3.75161 1.44015
H 1.17726 0.53135 -5.33675
B 1.34112 -0.90864 -0.19763
H -2.86000 -4.06007 -1.52205
C -1.21664 0.80159 -6.71192
C -1.87322 -1.97580 -1.30638
O 1.86873 -1.90378 0.75570
H -0.08123 2.88959 -2.29519
H -0.37151 0.51498 4.06083
H -2.08075 -4.51043 0.74871
C 0.37483 -3.88678 4.20343
C -2.97927 -3.08974 -0.83781
H -4.08905 -2.72591 -1.00629
H 6.07123 5.08144 1.49424
O -1.04389 1.71279 -0.32036
C 1.55389 -4.35335 1.81501
H 2.55986 1.12835 -0.14040
C 1.47190 0.71871 0.12849
C 3.80981 4.25766 0.11503
H 1.06370 2.19783 -5.94826
H -4.49738 -1.23237 1.15355
B 0.40959 1.65644 -0.70945
C -2.54269 -2.42739 1.81433
O -2.25747 -0.54386 3.86778
H -4.44056 -0.99825 3.81118
C -0.83544 1.34278 -5.34319
H -2.10197 -0.87812 -0.89698
H 2.52757 -4.10243 2.41408
H 4.94733 2.84422 1.27212
O -1.45614 2.61064 -5.14707
B 1.19065 -3.20913 0.64421
H -1.51605 1.24350 2.74875
H -1.12912 3.21431 -5.83458
```

These are the natural (NBO) partial charges, in e, on atoms 1 to 2: atom 1 (H): 0.20, atom 2 (H): 0.49

Total energy list, top to bottom, in eV: -99586.039; -57933.536; -36014.682; -37365.483